[1]
{
  "formula": "C6H13N",
  "method": "the ωB97M-V functional and the def2-TZVPD basis",
  "species": ["C", "C", "N", "C", "C", "C", "C", "H", "H", "H", "H", "H", "H", "H", "H", "H", "H", "H", "H", "H"],
  "xyz": [[1.03, 1.22, 1.65], [0.33, 0.93, 0.36], [1.02, 0.08, -0.59], [0.72, 0.31, -1.99], [-0.31, -0.36, 0.11], [-1.64, -0.32, -0.58], [-0.15, -1.65, 0.89], [1.74, 2.03, 1.50], [0.29, 1.51, 2.40], [1.57, 0.34, 2.00], [-0.19, 1.78, -0.07], [1.48, -0.16, -2.63], [-0.23, -0.20, -2.17], [0.57, 1.36, -2.28], [-2.03, -0.15, 0.45], [-1.95, 0.56, -1.16], [-2.00, -1.25, -1.05], [0.61, -1.55, 1.66], [0.20, -2.38, 0.15], [-1.06, -2.07, 1.36]],
  "smiles": "C[C@H]1N(C)C1(C)C",
  "e_above_lowest_kcal_mol": 43.2,
  "energy_ha": -291.0899,
  "e_homo_ev": -8.838,
  "homo_lumo_gap_ev": 9.865
}

[2]
{
  "formula": "C6H13N",
  "method": "the ωB97M-V functional and the def2-TZVPD basis",
  "species": ["C", "C", "N", "C", "C", "C", "C", "H", "H", "H", "H", "H", "H", "H", "H", "H", "H", "H", "H", "H"],
  "xyz": [[-1.34, 1.80, 0.39], [-0.69, 0.44, 0.59], [-0.79, -0.48, -0.53], [-1.13, -1.85, -0.18], [0.54, 0.02, -0.13], [1.53, -0.99, 0.42], [1.25, 1.06, -0.99], [-2.36, 1.80, 0.79], [-0.78, 2.60, 0.89], [-1.40, 2.03, -0.67], [-0.84, 0.00, 1.58], [-0.44, -2.57, -0.63], [-1.13, -2.03, 0.91], [-2.14, -2.07, -0.54], [2.50, -0.52, 0.60], [1.20, -1.46, 1.35], [1.69, -1.78, -0.33], [0.57, 1.75, -1.49], [1.91, 0.61, -1.74], [1.87, 1.65, -0.30]],
  "smiles": "C[C@H]1N(C)C1(C)C",
  "e_above_lowest_kcal_mol": 21.4,
  "energy_ha": -291.1246,
  "e_homo_ev": -8.697,
  "homo_lumo_gap_ev": 9.822
}

[3]
{
  "formula": "C6H13N",
  "method": "the ωB97M-V functional and the def2-TZVPD basis",
  "species": ["C", "C", "C", "C", "N", "C", "C", "H", "H", "H", "H", "H", "H", "H", "H", "H", "H", "H", "H", "H"],
  "xyz": [[1.74, 0.46, -1.39], [1.64, -0.97, -0.95], [1.43, -0.97, 0.65], [0.22, -0.16, 1.05], [-3.40, 0.49, 0.34], [-2.13, 0.61, 0.93], [-1.11, -0.20, 0.55], [2.70, 0.84, -1.01], [1.55, 0.65, -2.43], [0.92, 1.01, -0.76], [0.76, -1.45, -1.41], [2.49, -1.54, -1.29], [2.37, -0.54, 1.01], [1.33, -1.99, 1.04], [0.21, 1.58, -0.29], [0.29, 0.42, 1.97], [-3.70, 1.31, -0.17], [-4.09, -0.06, 0.82], [-1.87, 1.47, 1.56], [-1.34, -0.96, -0.22]],
  "e_above_lowest_kcal_mol": 138.7,
  "energy_ha": -290.9377,
  "e_homo_ev": -6.464,
  "homo_lumo_gap_ev": 5.851
}

[4]
{
  "formula": "C6H13N",
  "method": "the ωB97M-V functional and the def2-TZVPD basis",
  "species": ["C", "C", "C", "C", "C", "C", "N", "H", "H", "H", "H", "H", "H", "H", "H", "H", "H", "H", "H", "H"],
  "xyz": [[0.11, -2.35, -0.49], [0.73, -1.08, -0.02], [-0.33, 0.09, 0.13], [-0.12, 1.65, 2.08], [0.30, 1.29, 0.86], [0.45, 2.57, 0.03], [-0.67, -2.05, -1.83], [0.88, -3.11, -0.65], [-0.73, -2.56, 0.24], [1.19, -1.24, 0.94], [1.37, -0.75, -0.84], [-1.15, -0.29, 0.76], [-0.77, 0.40, -0.84], [-0.33, 0.89, 2.93], [-0.59, 2.70, 2.15], [1.02, 2.44, -0.89], [0.61, 3.39, 0.70], [-0.57, 3.02, -0.39], [-0.07, -2.19, -2.70], [-1.34, -2.81, -2.15]],
  "multiplicity": 2,
  "charge": 1,
  "e_above_lowest_kcal_mol": 87.0,
  "energy_ha": -290.7400,
  "e_homo_ev": [-13.084, -13.049],
  "homo_lumo_gap_ev": [7.708, 4.903]
}

[5]
{
  "formula": "C6H13N",
  "method": "the ωB97M-V functional and the def2-TZVPD basis",
  "species": ["C", "N", "C", "C", "C", "C", "C", "H", "H", "H", "H", "H", "H", "H", "H", "H", "H", "H", "H", "H"],
  "xyz": [[-0.78, -0.82, -1.98], [-0.11, -0.67, -0.68], [1.32, -0.48, -0.74], [1.71, 0.28, 0.55], [0.46, 1.12, 0.82], [-0.73, 0.24, 0.34], [-1.44, -0.20, 1.64], [-0.46, -1.86, -2.38], [-0.53, -0.09, -2.84], [-1.87, -0.67, -1.76], [2.11, -1.29, -1.07], [1.51, 0.33, -1.42], [2.61, 0.98, 0.49], [1.92, -0.28, 1.50], [0.39, 1.52, 1.83], [0.38, 1.89, 0.07], [-1.52, 0.86, -0.34], [-0.73, -0.91, 2.13], [-2.39, -0.77, 1.63], [-1.84, 0.81, 2.20]],
  "multiplicity": 2,
  "charge": 1,
  "e_above_lowest_kcal_mol": 50.2,
  "energy_ha": -290.7987,
  "e_homo_ev": [-15.245, -15.472],
  "homo_lumo_gap_ev": [12.493, 8.125]
}

[6]
{
  "formula": "C6H13N2",
  "method": "the ωB97M-V functional and the def2-TZVPD basis",
  "species": ["C", "N", "C", "N", "C", "C", "C", "C", "H", "H", "H", "H", "H", "H", "H", "H", "H", "H", "H", "H", "H"],
  "xyz": [[2.68, 0.47, -0.63], [1.48, -0.20, -0.25], [1.16, -1.41, -0.11], [-0.37, -1.39, 0.47], [-0.88, 0.00, 0.26], [-1.52, 0.17, -1.11], [-1.92, 0.33, 1.36], [0.47, 0.74, 0.35], [3.12, 0.72, 0.43], [2.37, 1.29, -1.19], [3.34, -0.29, -1.17], [1.61, -2.37, -0.10], [-0.96, -2.07, 0.20], [-2.21, -0.77, -1.32], [-0.55, 0.14, -1.70], [-2.22, 1.07, -1.28], [-2.29, 1.42, 1.30], [-1.61, -0.10, 2.29], [-2.82, -0.25, 1.23], [0.37, 1.59, -0.40], [0.75, 0.90, 1.36]],
  "smiles": "C[N+]1=CNC(C)(C)C1",
  "charge": 1,
  "e_above_lowest_kcal_mol": 63.5,
  "energy_ha": -345.5948,
  "e_homo_ev": -14.074,
  "homo_lumo_gap_ev": 9.825
}

[7]
{
  "formula": "C6H13N2",
  "method": "the ωB97M-V functional and the def2-TZVPD basis",
  "species": ["C", "C", "C", "C", "C", "C", "N", "N", "H", "H", "H", "H", "H", "H", "H", "H", "H", "H", "H", "H", "H"],
  "xyz": [[1.48, 1.08, -0.01], [-0.83, -0.71, 0.60], [-0.88, 0.54, -0.12], [-1.30, -1.90, -0.11], [-2.37, 1.09, -0.03], [3.27, -0.39, 0.05], [1.90, -0.11, 0.03], [0.20, 1.53, 0.13], [2.17, 1.85, -0.10], [-0.40, -0.97, 1.57], [-1.01, 0.51, -1.26], [-1.77, -1.78, -1.05], [-2.23, -2.45, 0.46], [-0.60, -2.62, -0.04], [-2.99, 0.30, 0.02], [-2.73, 1.85, -0.72], [-2.44, 1.48, 1.03], [3.45, -1.04, -0.82], [3.82, 0.49, 0.00], [3.37, -1.11, 0.75], [-0.09, 2.38, -0.35]],
  "charge": 1,
  "e_above_lowest_kcal_mol": 105.6,
  "energy_ha": -345.5277,
  "e_homo_ev": -13.035,
  "homo_lumo_gap_ev": 6.762
}

[8]
{
  "formula": "C6H13N2OP",
  "method": "the ωB97M-V functional and the def2-TZVPD basis",
  "species": ["H", "N", "P", "N", "C", "C", "C", "C", "C", "C", "O", "H", "H", "H", "H", "H", "H", "H", "H", "H", "H", "H", "H"],
  "xyz": [[3.47, 1.70, -1.60], [2.75, 1.26, -1.20], [3.10, 0.21, -0.08], [1.56, -0.19, 0.45], [1.27, -1.32, 1.34], [0.20, -2.10, 0.51], [-0.30, -1.10, -0.65], [0.37, 0.21, -0.25], [-0.55, 1.17, 0.56], [-1.73, 1.74, -0.24], [-0.02, 2.25, 1.24], [0.87, -0.85, 2.23], [2.04, -2.07, 1.55], [-0.56, -2.42, 1.20], [0.58, -2.99, 0.14], [0.16, -1.30, -1.55], [-1.40, -1.15, -0.67], [0.70, 0.49, -1.25], [-1.12, 0.68, 1.37], [-1.57, 2.06, -1.26], [-2.10, 2.56, 0.29], [-2.61, 0.92, -0.44], [0.56, 2.68, 0.50]],
  "smiles": "[H]/N=P/N1CCC[C@H]1[C@H](C)O",
  "e_above_lowest_kcal_mol": 37.8,
  "energy_ha": -762.4636,
  "e_homo_ev": -9.031,
  "homo_lumo_gap_ev": 9.633
}

[9]
{
  "formula": "C6H13N2S2",
  "method": "the ωB97M-V functional and the def2-TZVPD basis",
  "species": ["C", "N", "C", "C", "C", "S", "S", "N", "C", "C", "H", "H", "H", "H", "H", "H", "H", "H", "H", "H", "H", "H", "H"],
  "xyz": [[0.04, 0.80, -2.46], [0.36, -0.05, -1.32], [0.60, -1.38, -1.78], [0.10, 0.49, -0.13], [-1.33, 1.53, 0.27], [-1.33, 2.36, 1.79], [-1.69, 3.19, -0.08], [0.17, -0.47, 0.98], [1.17, 0.12, 2.02], [-1.03, -0.94, 1.65], [-0.93, 0.44, -2.90], [-0.07, 1.87, -2.04], [0.96, 0.58, -3.09], [-0.39, -1.96, -1.86], [1.10, -1.33, -2.80], [1.23, -2.05, -1.15], [0.70, -1.27, 0.63], [0.87, 1.10, 2.54], [1.41, -0.50, 2.78], [2.06, 0.38, 1.54], [-1.83, -1.01, 0.95], [-0.88, -1.83, 2.13], [-1.30, -0.08, 2.33]],
  "smiles": "CN(C)C(=C1SS1)[NH+](C)C",
  "charge": 1,
  "e_above_lowest_kcal_mol": 148.9,
  "energy_ha": -1141.8454,
  "e_homo_ev": [-11.496, -11.464],
  "homo_lumo_gap_ev": [7.516, 7.439]
}

[10]
{
  "formula": "C6H13N3",
  "method": "the ωB97M-V functional and the def2-TZVPD basis",
  "species": ["C", "C", "N", "N", "C", "N", "C", "C", "C", "H", "H", "H", "H", "H", "H", "H", "H", "H", "H", "H", "H", "H"],
  "xyz": [[2.86, 0.59, 0.37], [2.13, -0.51, 0.18], [0.75, -0.62, 0.14], [0.19, -1.80, -0.41], [-0.06, 0.55, -0.13], [0.14, 0.98, -1.51], [-1.51, 0.21, 0.16], [-2.42, 0.11, -0.79], [-1.80, 0.00, 1.61], [2.44, 1.58, 0.45], [3.92, 0.52, 0.48], [2.63, -1.47, 0.12], [0.29, -1.81, -1.43], [0.68, -2.61, -0.03], [0.27, 1.31, 0.60], [-0.41, 1.81, -1.70], [1.12, 1.20, -1.65], [-2.17, 0.24, -1.83], [-3.44, -0.13, -0.56], [-2.83, -0.31, 1.76], [-1.63, 0.92, 2.17], [-1.14, -0.76, 2.01]],
  "smiles": "C=CN(N)[C@@H](N)C(=C)C",
  "e_above_lowest_kcal_mol": 53.5,
  "energy_ha": -400.6077,
  "e_homo_ev": -8.082,
  "homo_lumo_gap_ev": 9.086
}

[11]
{
  "formula": "C6H13N3",
  "method": "the ωB97M-V functional and the def2-TZVPD basis",
  "species": ["C", "C", "N", "N", "N", "C", "C", "C", "C", "H", "H", "H", "H", "H", "H", "H", "H", "H", "H", "H", "H", "H"],
  "xyz": [[-0.64, -2.38, -0.18], [1.69, -0.41, 0.75], [-0.66, -1.02, 0.35], [0.50, -0.29, -0.09], [-0.84, -0.90, 1.74], [0.60, -0.01, -1.51], [0.45, 1.32, -1.07], [-0.84, 1.92, -0.74], [-1.00, 3.24, -0.59], [-1.83, -0.80, 1.93], [-0.49, -1.72, 2.24], [1.55, -0.32, -1.95], [1.27, 2.05, -1.10], [-1.67, 1.23, -0.61], [-1.62, -2.83, -0.01], [-0.45, -2.32, -1.25], [0.12, -3.01, 0.30], [2.49, 0.19, 0.32], [2.03, -1.46, 0.78], [1.49, -0.07, 1.77], [-0.18, 3.93, -0.72], [-1.97, 3.67, -0.36]],
  "e_above_lowest_kcal_mol": 155.1,
  "energy_ha": -400.4459,
  "e_homo_ev": -6.832,
  "homo_lumo_gap_ev": 7.526
}